No. 1
ORCA calculation (ωB97M-V/def2-TZVPD) on a structure of composition C4H12N2O2.

Geometry as XYZ:
```
20
Properties=species:S:1:pos:R:3
C -0.0828 2.5404 -1.4909
N -0.0725 1.4926 -0.4925
N -0.7867 1.7679 0.5774
O -0.7069 0.0710 -1.2751
H -1.5640 0.2747 -1.6834
H -1.6987 2.2129 0.4255
H -0.8769 0.9301 1.1876
H -1.0919 2.9231 -1.6934
H 0.5446 3.3486 -1.1122
H 0.3630 2.1403 -2.3978
C 1.6193 -1.7940 0.1196
C -0.3942 -1.8334 1.6382
C 0.8316 -2.2439 1.3139
O -1.1521 -0.9247 0.9823
H -0.8810 -0.7239 -0.0591
H -0.8710 -2.1870 2.5477
H 1.3053 -2.9527 1.9806
H 2.6859 -1.7938 0.3469
H 1.3578 -0.7821 -0.1837
H 1.4712 -2.4661 -0.7316
```

Properties
- Spin multiplicity: 1
- Frontier orbital gap: 8.62 eV

---

No. 2
ORCA calculation (ωB97M-V/def2-TZVPD) on a cluster of 2 separate species, C4H12N2O2 in total.

Geometry as XYZ:
```
20
Properties=species:S:1:pos:R:3
C 1.2570 -0.8768 0.5551
N 0.9999 0.5352 0.3209
C 2.2031 1.2187 -0.1175
C -0.1014 0.6838 -0.6225
C -1.4758 0.7218 0.0157
N -1.4781 0.9700 1.3295
O -2.4725 0.5594 -0.6663
H 0.3547 -1.3453 0.9471
H 1.6450 -1.4000 -0.3182
H 1.9846 -0.9683 1.3591
H 2.9785 1.1191 0.6471
H 2.0085 2.2839 -0.2516
H 2.5710 0.9071 -1.1117
H -0.0665 -0.1094 -1.3824
H 0.0152 1.5753 -1.2286
H -2.3321 0.8855 1.8542
H -0.5930 0.9271 1.8151
O -2.1549 -2.7571 -1.0908
H -2.8854 -2.9537 -0.4859
H -2.4578 -1.9760 -1.5683
```

Properties
- Spin multiplicity: 1
- Frontier orbital gap: 9.95 eV
- SMILES string: CN(C)CC(N)=O.O

---

No. 3
ORCA calculation (ωB97M-V/def2-TZVPD) on a structure of composition C4H12N2O2.

Geometry as XYZ:
```
20
Properties=species:S:1:pos:R:3
C 1.3575 -0.5828 1.6861
C 1.1083 1.8032 0.8500
N 0.7927 0.8155 1.8872
O 0.1541 -1.2084 1.4686
H -0.2695 -0.0630 1.5289
H 1.0222 1.1704 2.8125
H 1.8676 -0.8914 2.6145
H 2.0465 -0.6112 0.8240
H 0.5967 2.7379 1.0770
H 0.7581 1.4031 -0.1005
H 2.1819 2.0020 0.7772
C -0.3816 -1.4973 -1.6888
C -1.5751 -0.6044 -1.7418
O -1.3562 0.5646 -1.0474
N -2.6045 -0.8852 -2.4124
H -2.1163 1.1538 -1.1460
H -3.3297 -0.1681 -2.3924
H -0.5872 -2.4096 -2.2402
H 0.4845 -0.9822 -2.1075
H -0.1500 -1.7468 -0.6492
```

Properties
- Spin multiplicity: 1
- Frontier orbital gap: 9.99 eV

---

No. 4
ORCA calculation (ωB97M-V/def2-TZVPD) on the molecule C4H12N2O3.

Geometry as XYZ:
```
21
Properties=species:S:1:pos:R:3
C 2.1046 0.5160 -0.6106
O 0.8741 0.9743 -1.1214
C -0.3077 0.5909 -0.4634
N -0.7790 1.6861 0.3360
N -1.2900 0.5147 -1.5246
C -0.3888 -0.8303 0.3290
C 0.4584 -0.9353 1.5955
O -0.0798 -1.9081 -0.5479
O -1.7582 -1.0474 0.7227
H 2.9053 0.9798 -1.1946
H 2.2403 0.8136 0.4318
H 2.1983 -0.5652 -0.7391
H -0.8888 2.4927 -0.2652
H -1.6924 1.4302 0.7023
H -1.3038 1.4102 -1.9961
H -2.1955 0.3427 -1.0966
H 0.1383 -1.7921 2.2011
H 1.5171 -1.1003 1.3855
H 0.3464 -0.0496 2.2288
H -0.3396 -1.5605 -1.4265
H -1.7594 -1.9622 1.0535
```

Properties
- Spin multiplicity: 1
- Frontier orbital gap: 9.58 eV
- SMILES string: COC(N)(N)C(C)(O)O

---

No. 5
ORCA calculation (ωB97M-V/def2-TZVPD) on a cluster of 2 separate species, C4H12N2O3P in total.

Geometry as XYZ:
```
22
Properties=species:S:1:pos:R:3
C 2.2965 0.6743 -0.4513
C 0.1757 -1.7435 -0.8769
C 1.2297 1.1753 0.3916
C -0.6270 -1.0268 0.1548
N 0.4864 2.2674 0.0240
N -0.7129 -1.6157 1.3992
O -3.0911 -0.6813 -0.1903
O -1.4471 1.1023 -1.2857
O -1.8835 1.1681 1.2254
P -1.7528 0.3615 -0.0361
H 3.2369 0.7588 0.1781
H 2.2907 1.0784 -1.3899
H 2.0177 -0.4062 -0.6709
H 1.0516 -2.1695 -0.3415
H 0.4836 -1.0351 -1.6074
H -0.2297 -2.5641 -1.2681
H 1.5287 1.1774 1.4083
H 0.0312 2.2907 -0.8683
H -0.3512 2.2953 0.6155
H -0.0006 -2.1328 1.8629
H -0.8442 -0.8111 2.0018
H -3.8887 -0.1633 -0.2749
```

Properties
- Spin multiplicity: 1
- Frontier orbital gap (alpha / beta): 5.98 / 6.26 eV
- Total charge: -1

---

No. 6
ORCA calculation (ωB97M-V/def2-TZVPD) on the molecule C4H12N2O4S.

Geometry as XYZ:
```
23
Properties=species:S:1:pos:R:3
C -0.9385 0.1736 3.5394
S -0.1658 0.7484 2.0430
O 1.2634 0.4570 2.0926
O -0.6213 2.0839 1.7570
O -0.9021 -0.3023 1.0461
C -0.3716 -0.5227 -0.2981
C 0.8575 -1.4241 -0.2853
N 1.1054 -2.1378 -1.5246
C -0.1846 0.8136 -1.0296
O 0.0369 0.4841 -2.3870
N 0.1651 1.6883 -3.1239
H -0.6435 -0.8539 3.7152
H -2.0089 0.2632 3.4380
H -0.5778 0.7990 4.3373
H -1.1760 -1.0601 -0.7942
H 0.7312 -2.1520 0.5195
H 1.7279 -0.8275 -0.0260
H 0.3280 -2.7607 -1.7506
H 1.1665 -1.4819 -2.2628
H -1.0739 1.4250 -0.9439
H 0.6594 1.3477 -0.6358
H 1.0906 1.6414 -3.5304
H -0.4680 1.5977 -3.8960
```

Properties
- Spin multiplicity: 1
- Frontier orbital gap: 10.00 eV
- SMILES string: CS(=O)(=O)O[C@H](CN)CON

---

No. 7
ORCA calculation (ωB97M-V/def2-TZVPD) on the molecule C4H12N2OS.

Geometry as XYZ:
```
20
Properties=species:S:1:pos:R:3
N -1.0732 1.4995 -1.5145
C -0.2084 1.2151 -0.3715
C 1.0867 1.9450 -0.6104
S 2.1544 2.1021 0.8673
C 0.0444 -0.2903 -0.1433
N -0.6558 -0.7843 1.0555
C -1.1278 -2.1048 0.9629
O -0.1401 -3.1058 0.5665
H -0.7365 0.9821 -2.3179
H -2.0269 1.1935 -1.3707
H -0.7339 1.5132 0.5211
H 0.9097 2.9859 -0.8998
H 1.6881 1.5455 -1.4317
H 3.1534 1.2910 0.4983
H -0.3071 -0.8704 -0.9990
H 1.0865 -0.5609 -0.0670
H -0.0806 -0.6015 1.8699
H -1.5865 -2.4749 1.8812
H -1.8554 -2.1692 0.1702
H 0.4090 -3.3108 1.3328
```

Properties
- Spin multiplicity: 1
- Frontier orbital gap: 9.70 eV
- SMILES string: N[C@H](CS)CNCO

---

Relative energy (zero: lowest compared OMol25 entry of this formula, charge and spin), record by record: 484.8, 107.6, 320.3, 160.2, 293.9, 30.3, 109.0 kJ/mol
Total energy, record by record: -419.46381, -419.60751, -419.52647, -494.81642, -836.22509, -968.18651, -742.51954 Ha